(1)
C33H38FeN5SSb | ωB97M-V with the def2-TZVPD basis set

CARTESIAN COORDINATES (ANGSTROEM)
Fe  0.205  0.299  0.388
C  0.267  4.266  -1.897
C  -0.027  3.002  -1.148
N  0.845  2.214  -0.665
C  2.267  2.482  -0.796
C  2.998  1.750  0.319
N  2.508  0.374  0.469
C  3.061  -0.572  -0.508
C  2.305  -1.872  -0.389
N  0.913  -1.620  -0.770
C  0.012  -2.788  -0.638
C  -1.145  -2.474  0.311
N  -1.565  -1.136  -0.031
C  -2.671  -0.606  0.276
C  -3.787  -1.246  1.037
C  -2.752  0.822  -0.185
C  -3.920  1.532  -0.403
C  -3.815  2.826  -0.893
C  -2.564  3.365  -1.160
C  -1.446  2.582  -0.915
N  -1.560  1.354  -0.433
H  1.175  4.169  -2.489
H  0.414  5.092  -1.195
H  -0.547  4.536  -2.566
H  2.502  3.545  -0.717
H  2.606  2.148  -1.780
H  2.813  2.266  1.262
H  4.073  1.779  0.124
H  2.743  0.050  1.403
H  4.134  -0.731  -0.371
H  2.916  -0.156  -1.509
H  2.311  -2.203  0.654
H  2.780  -2.652  -0.989
H  0.897  -1.303  -1.733
H  0.566  -3.659  -0.286
H  -0.396  -3.034  -1.618
H  -0.802  -2.472  1.352
H  -1.935  -3.222  0.213
H  -3.381  -1.933  1.779
H  -4.439  -1.817  0.369
H  -4.396  -0.499  1.544
H  -4.887  1.084  -0.218
H  -4.706  3.412  -1.075
H  -2.472  4.373  -1.539
S  -0.180  0.288  2.636
Sb  0.026  0.141  4.939
C  -1.255  -1.412  5.488
C  -2.332  -1.168  6.333
C  -3.208  -2.207  6.622
C  -2.998  -3.466  6.076
C  -1.916  -3.700  5.233
C  -1.037  -2.670  4.930
C  -0.589  1.987  5.689
C  0.285  2.776  6.428
C  -0.121  4.048  6.811
C  -1.380  4.511  6.458
C  -2.250  3.710  5.726
C  -1.857  2.440  5.329
C  2.030  -0.306  5.330
C  2.372  -1.448  6.046
C  3.717  -1.753  6.222
C  4.693  -0.919  5.695
C  4.339  0.224  4.985
C  3.001  0.536  4.794
H  -2.488  -0.190  6.772
H  -4.050  -2.033  7.280
H  -3.677  -4.274  6.315
H  -1.755  -4.687  4.819
H  -0.195  -2.849  4.270
H  1.263  2.409  6.717
H  0.547  4.674  7.389
H  -1.689  5.504  6.758
H  -3.235  4.074  5.464
H  -2.529  1.817  4.750
H  1.611  -2.093  6.469
H  3.999  -2.639  6.775
H  5.738  -1.156  5.845
H  5.108  0.874  4.587
H  2.721  1.425  4.238

Atoms 1-6, force components in eV/Å:
Fe 0.32 -0.03 -1.46
C -0.01 -0.03 0.05
C -0.11 0.19 -0.02
N 0.02 -0.14 0.02
C 0.00 0.01 0.06
C 0.05 0.01 0.07

The calculation puts the HOMO energy (spin up / spin down) at -13.66 / -13.36 eV. The multiplicity is 5. The charge is +2.

(2)
C8H27O5 | ωB97M-V with the def2-TZVPD basis set

CARTESIAN COORDINATES (ANGSTROEM)
O  1.193  0.603  -0.274
H  1.333  1.517  -0.532
H  0.412  0.264  -0.718
H  1.081  0.514  0.675
C  -0.281  -4.703  0.272
C  0.737  -3.643  -0.167
C  1.011  -3.416  -1.627
O  0.216  -2.384  0.211
H  -0.753  -4.352  1.189
H  0.168  -5.689  0.392
H  -0.934  -4.908  -0.576
H  1.667  -3.830  0.370
H  0.069  -3.451  -2.173
H  1.548  -4.296  -1.982
H  1.536  -2.483  -1.835
H  -0.574  -2.505  0.743
C  -2.094  1.155  0.612
C  -2.241  0.422  -0.767
C  -2.697  1.437  -1.866
O  -0.989  0.054  -1.303
H  -1.689  0.406  1.292
H  -3.109  1.396  0.928
H  -1.449  2.034  0.599
H  -2.749  -0.532  -0.629
H  -2.004  2.275  -1.940
H  -3.659  1.881  -1.606
H  -2.938  1.098  -2.874
H  -1.252  -0.564  -1.988
C  1.530  0.790  3.238
O  1.225  1.623  2.233
H  0.603  0.669  3.798
H  1.753  -0.197  2.832
H  2.341  1.189  3.848
H  0.902  2.386  2.719
C  1.519  4.448  -0.258
O  1.786  3.208  -0.942
H  1.316  5.174  -1.045
H  0.616  4.373  0.347
H  2.348  4.748  0.383
H  2.501  3.289  -1.578

Atoms 1-6, force components in eV/Å:
O 1.90 -0.81 0.33
H 0.54 2.02 -0.13
H -2.27 -1.09 -1.18
H 0.05 0.45 1.04
C 0.86 -0.49 -1.54
C -0.14 0.29 0.45

The calculation puts the HOMO energy at -12.96 eV. The charge is +1.

(3)
C54H143N9O22 | ωB97M-V with the def2-TZVPD basis set

CARTESIAN COORDINATES (ANGSTROEM)
C  6.186  0.164  -0.598
O  5.720  -1.158  -1.081
C  4.637  -1.081  -1.943
C  4.203  -2.521  -1.960
N  2.958  -2.642  -2.661
C  2.619  -4.051  -2.791
C  1.297  -4.250  -3.545
O  0.164  -4.100  -2.700
C  -1.098  -4.308  -3.350
H  5.672  0.455  0.319
H  6.221  0.920  -1.382
H  7.237  0.024  -0.345
H  4.740  -0.800  -2.991
H  3.905  -0.364  -1.572
H  3.995  -2.864  -0.947
H  4.957  -3.169  -2.406
H  2.216  -2.050  -2.314
H  2.659  -4.440  -1.774
H  3.332  -4.613  -3.394
H  1.272  -5.275  -3.915
H  1.223  -3.578  -4.400
H  -1.239  -3.482  -4.048
H  -1.971  -4.357  -2.699
H  -1.034  -5.251  -3.892
C  1.239  3.524  4.942
O  0.916  4.848  4.463
C  0.249  4.895  3.224
C  0.153  6.333  2.545
N  1.405  7.087  2.306
C  2.122  6.649  1.061
C  2.944  7.823  0.513
O  4.210  7.824  1.220
C  5.058  8.910  0.755
H  0.259  3.053  5.024
H  1.771  3.627  5.887
H  1.766  2.966  4.168
H  -0.741  4.448  3.306
H  0.664  4.309  2.404
H  -0.443  6.864  3.287
H  -0.529  6.337  1.694
H  1.511  8.065  2.534
H  1.360  6.441  0.311
H  2.652  5.700  1.131
H  2.517  8.823  0.590
H  3.114  7.531  -0.523
H  5.952  8.804  1.369
H  4.682  9.898  1.019
H  5.307  8.829  -0.304
C  -4.061  6.854  -5.630
O  -2.696  6.503  -5.719
C  -2.537  5.192  -6.178
C  -1.107  4.720  -6.213
N  -0.561  4.231  -4.946
C  0.920  4.324  -4.919
C  1.468  3.770  -3.586
O  1.135  2.326  -3.473
C  2.143  1.591  -4.130
H  -4.699  6.301  -4.941
H  -4.615  6.633  -6.542
H  -3.899  7.901  -5.375
H  -2.829  5.123  -7.226
H  -3.068  4.462  -5.568
H  -0.574  5.633  -6.479
H  -1.028  3.989  -7.017
H  -0.790  3.249  -4.898
H  1.214  5.366  -5.046
H  1.365  3.824  -5.779
H  0.995  4.328  -2.778
H  2.515  4.022  -3.418
H  2.269  1.930  -5.159
H  1.987  0.526  -3.963
H  3.113  1.807  -3.683
C  -2.777  1.629  -3.759
O  -1.909  1.677  -4.887
C  -1.710  0.355  -5.450
C  -0.643  0.384  -6.676
N  -1.339  1.064  -7.764
C  -0.551  1.533  -8.920
C  -1.458  2.133  -10.030
O  -1.956  3.313  -9.495
C  -2.817  4.031  -10.340
H  -2.525  0.901  -2.987
H  -3.828  1.649  -4.047
H  -2.599  2.609  -3.315
H  -2.691  -0.023  -5.737
H  -1.294  -0.272  -4.662
H  -0.386  -0.646  -6.923
H  0.259  0.961  -6.472
H  -1.907  1.832  -7.435
H  0.057  0.731  -9.338
H  0.239  2.251  -8.699
H  -2.277  1.474  -10.320
H  -0.926  2.292  -10.968
H  -3.624  4.418  -9.718
H  -3.261  3.449  -11.148
H  -2.301  4.881  -10.787
C  0.603  -6.229  0.491
O  0.152  -5.958  1.830
C  -0.691  -4.845  1.947
C  -1.501  -4.901  3.334
N  -2.610  -5.971  3.273
C  -3.682  -5.536  2.410
C  -4.699  -6.670  2.091
O  -4.210  -7.525  1.138
C  -5.275  -8.060  0.288
H  1.340  -7.032  0.473
H  1.054  -5.283  0.191
H  -0.298  -6.496  -0.061
H  -1.365  -4.921  1.094
H  -0.091  -3.945  1.810
H  -1.878  -3.917  3.613
H  -0.811  -5.124  4.149
H  -2.223  -6.689  2.677
H  -3.297  -5.265  1.427
H  -4.316  -4.727  2.773
H  -5.608  -6.170  1.759
H  -4.913  -7.333  2.930
H  -4.888  -8.941  -0.225
H  -5.599  -7.330  -0.453
H  -6.119  -8.374  0.902
C  -4.111  0.267  -0.162
O  -4.318  -0.701  0.882
C  -5.124  -0.188  1.934
C  -5.237  -1.201  3.131
N  -3.985  -1.154  3.912
C  -4.060  -2.212  4.953
C  -2.748  -2.277  5.780
O  -2.834  -1.219  6.760
C  -1.716  -1.010  7.630
H  -3.461  -0.092  -0.960
H  -3.527  1.098  0.235
H  -5.004  0.669  -0.640
H  -6.050  0.170  1.486
H  -4.656  0.773  2.147
H  -5.552  -2.157  2.715
H  -6.154  -1.051  3.702
H  -3.848  -0.252  4.345
H  -4.203  -3.217  4.557
H  -4.899  -1.931  5.589
H  -1.882  -2.092  5.144
H  -2.643  -3.174  6.390
H  -1.903  -0.169  8.297
H  -0.943  -0.630  6.963
H  -1.456  -1.876  8.239
C  4.150  -2.401  2.001
O  4.466  -3.776  1.964
C  3.286  -4.591  1.982
C  3.674  -6.126  1.922
N  4.183  -6.467  0.589
C  4.858  -7.729  0.426
C  5.220  -8.023  -1.071
O  5.874  -9.238  -1.310
C  6.111  -9.580  -2.627
H  5.096  -1.869  2.100
H  3.454  -2.145  2.800
H  3.840  -2.073  1.009
H  2.614  -4.358  1.157
H  2.886  -4.431  2.983
H  2.719  -6.578  2.190
H  4.379  -6.312  2.732
H  4.759  -5.683  0.318
H  4.171  -8.500  0.773
H  5.707  -7.693  1.108
H  5.998  -7.283  -1.261
H  4.333  -8.014  -1.705
H  5.189  -9.486  -3.201
H  6.470  -10.606  -2.710
H  6.798  -8.859  -3.070
C  -5.397  -0.089  8.744
O  -4.829  1.069  8.178
C  -5.537  1.574  7.033
C  -4.620  2.330  6.133
N  -3.705  1.490  5.425
C  -2.670  2.292  4.712
C  -1.705  1.391  3.891
O  -1.001  0.510  4.754
C  0.260  0.006  4.242
H  -5.446  -0.862  7.976
H  -6.377  0.217  9.110
H  -4.869  -0.546  9.581
H  -6.394  2.180  7.327
H  -5.875  0.702  6.474
H  -3.951  2.940  6.741
H  -5.222  2.918  5.441
H  -3.299  0.838  6.080
H  -2.053  2.841  5.424
H  -3.221  2.981  4.072
H  -0.996  2.007  3.339
H  -2.329  0.842  3.186
H  -0.033  -0.711  3.475
H  0.790  -0.500  5.049
H  0.908  0.769  3.809
C  0.671  -2.063  -0.304
O  1.072  -1.019  -1.164
C  -0.049  -0.268  -1.604
C  -0.379  0.900  -0.612
N  0.544  2.001  -0.727
C  1.921  1.759  -0.225
C  2.029  1.553  1.256
O  3.417  1.499  1.597
C  3.963  2.758  1.911
H  1.487  -2.763  -0.128
H  -0.139  -2.678  -0.694
H  0.357  -1.737  0.687
H  -0.918  -0.895  -1.800
H  0.245  0.191  -2.548
H  -0.349  0.541  0.417
H  -1.338  1.361  -0.850
H  0.815  2.228  -1.673
H  2.478  2.669  -0.445
H  2.400  1.010  -0.856
H  1.560  0.622  1.575
H  1.447  2.372  1.679
H  5.041  2.618  1.829
H  3.702  3.073  2.921
H  3.595  3.551  1.259
O  7.476  3.615  2.236
H  8.102  3.710  2.954
H  6.848  4.324  2.371
O  3.389  5.775  3.656
H  2.999  6.441  3.091
H  2.650  5.412  4.145
O  -0.614  4.737  -0.456
H  -1.002  4.759  -1.330
H  -0.041  3.970  -0.466
O  -2.143  -1.783  1.952
H  -2.462  -1.540  2.821
H  -2.643  -1.231  1.350

Atoms 1-6, force components in eV/Å:
C 0.71 -1.71 -0.34
O 1.81 2.74 0.54
C -0.59 -0.91 0.25
C -1.89 0.47 0.35
N 0.49 -0.71 -2.24
C -1.22 1.06 -0.29

The calculation puts the HOMO energy at -8.06 eV. The charge is 0.

(4)
C2H7BrN2 | ωB97M-V with the def2-TZVPD basis set

CARTESIAN COORDINATES (ANGSTROEM)
C  0.490  -0.875  -0.755
N  0.211  0.360  -0.145
C  -1.214  0.741  -0.182
N  0.902  0.830  0.860
Br  0.770  -0.475  2.766
H  0.311  -0.666  -1.825
H  1.527  -1.050  -0.612
H  -0.152  -1.847  -0.416
H  -1.394  1.736  0.320
H  -1.430  0.623  -1.231
H  -1.865  -0.070  0.436
H  1.843  0.693  0.785

Atoms 1-6, force components in eV/Å:
C -1.12 -2.15 -1.22
N -1.01 1.22 2.39
C -0.48 -1.41 2.26
N -3.93 0.75 0.60
Br 0.03 0.38 -0.84
H 0.06 -0.77 0.19

The calculation puts the HOMO energy (spin up / spin down) at -8.87 / -8.87 eV. The structure (SMILES) is CN(C)NBr. The charge is 0.

(5)
C6H4O | ωB97M-V with the def2-TZVPD basis set

CARTESIAN COORDINATES (ANGSTROEM)
C  -2.746  1.694  -0.593
C  -1.741  0.916  -0.332
C  -0.421  0.504  0.080
C  -0.213  -0.812  0.370
C  1.181  -1.023  0.260
C  1.709  0.196  -0.022
O  0.737  1.141  -0.160
H  -1.942  -0.126  -0.681
H  -0.988  -1.466  0.752
H  1.703  -1.959  0.379
H  2.720  0.559  -0.069

Atoms 1-6, force components in eV/Å:
C 0.77 -0.55 0.12
C -0.34 -0.01 -0.29
C 0.18 -0.43 0.22
C 0.29 0.10 0.47
C 0.33 0.13 0.34
C 0.30 -0.11 0.04

The calculation puts the HOMO energy at -8.80 eV. The charge is 0.

Total energy, record by record: -3455.77888 -696.88593 -4290.75146 -2763.83055 -306.07109 a.u.
Energy relative to the best compared isomer or geometry (same formula, charge and spin), record by record: 4.7 40.2 127.7 12.9 88.1 kcal per mole